(1)
Molecular formula: C18H35FeNO7PS2
Method: DFT, ωB97M-V with the def2-TZVPD basis set

## Properties
- multiplicity = 5
- E_tot (eV) = -100404.3207
- charge = -1
- relative energy (zero: lowest compared OMol25 entry of this formula, charge and spin) (eV) = 0.0000

CARTESIAN COORDINATES (ANGSTROEM)
Fe  -5.3802  -13.7070  -8.9778
C  1.0730  -12.6436  -7.0777
O  0.8676  -13.2619  -8.3476
C  -0.4454  -13.5747  -8.6861
C  -0.7904  -15.0004  -8.6823
O  -0.0914  -15.6817  -9.7495
C  -0.7873  -16.8698  -10.0553
C  -1.9344  -16.6466  -11.0280
O  -2.3253  -17.9361  -11.5293
C  -3.5172  -17.8636  -12.3663
H  0.4557  -13.2145  -6.3700
H  0.8412  -11.5811  -7.0411
H  2.1574  -12.7285  -6.8775
H  -0.7119  -13.1989  -9.7870
H  -1.1672  -13.1270  -7.9804
H  -1.8807  -15.1016  -8.7127
H  -0.4781  -15.4220  -7.6836
H  -1.0272  -17.4634  -9.1779
H  0.0373  -17.4544  -10.6075
H  -1.5499  -16.0568  -11.8410
H  -2.8393  -16.2185  -10.5663
H  -4.3297  -17.7111  -11.6533
H  -3.6077  -18.7886  -12.9345
H  -3.3733  -17.0251  -13.0430
C  -7.3479  -15.9399  -7.8780
N  -6.0553  -15.4503  -7.5931
C  -5.0916  -16.5750  -7.5954
C  -6.0366  -14.7589  -6.2912
C  -4.9310  -13.8269  -6.0918
C  -4.3644  -13.6538  -4.8400
C  -3.3615  -12.6947  -4.6775
C  -2.8447  -12.0815  -5.8103
C  -3.4059  -12.2900  -7.0450
C  -4.4752  -13.1438  -7.2219
H  -7.7368  -16.6418  -7.1492
H  -7.3993  -16.3881  -8.8702
H  -8.0957  -15.1283  -7.9278
H  -5.2232  -17.2821  -6.8139
H  -4.0445  -16.3075  -7.4578
H  -5.2148  -17.1507  -8.5067
H  -6.0973  -15.5824  -5.6051
H  -6.9578  -14.1791  -6.0206
H  -4.5402  -14.1906  -3.9406
H  -2.9341  -12.6436  -3.6645
H  -1.9541  -11.5248  -5.7289
H  -2.9181  -11.7972  -7.9322
O  -7.4401  -16.2169  -11.1889
S  -6.5716  -15.0293  -11.2665
O  -6.2897  -14.5974  -12.6441
O  -5.2864  -15.2361  -10.5140
S  -7.3908  -13.4190  -10.3068
C  -2.6033  -10.9151  -11.4529
P  -3.7398  -12.2381  -11.4774
C  -5.2272  -11.5799  -12.3625
C  -3.1208  -13.5425  -12.5353
O  -3.8532  -12.7534  -10.0856
H  -2.2956  -10.5428  -12.4545
H  -1.7475  -11.2649  -10.8558
H  -3.0329  -10.0633  -10.9281
H  -4.8949  -11.4015  -13.3451
H  -5.7143  -10.7450  -11.8821
H  -5.9881  -12.4557  -12.5015
H  -3.6274  -13.4603  -13.4808
H  -3.3861  -14.4455  -11.9153
H  -2.0071  -13.3605  -12.7448

=====

(2)
Molecular formula: C16H62O23
Method: DFT, ωB97M-V with the def2-TZVPD basis set

## Properties
- E_tot (eV) = -64683.2508
- relative energy (zero: lowest compared OMol25 entry of this formula, charge and spin) (eV) = 4.9083

CARTESIAN COORDINATES (ANGSTROEM)
O  -12.6234  21.8939  -15.6615
H  -12.4607  20.9420  -15.6744
H  -13.5767  21.9755  -15.5564
O  -4.8567  22.8912  -16.0419
H  -5.0428  23.5851  -16.7174
H  -3.9259  22.8060  -16.0197
O  -4.2951  18.8223  -17.2647
H  -4.5382  19.6892  -17.5447
H  -4.6601  18.7620  -16.3622
O  -10.6943  23.9070  -15.5623
H  -10.2997  23.0859  -15.4085
H  -11.4183  23.7075  -16.1379
O  -11.4020  22.0695  -18.2145
H  -11.2702  21.1939  -18.5988
H  -11.7651  21.9247  -17.3326
O  -8.0863  24.1776  -18.9606
H  -8.9234  24.4701  -18.5821
H  -7.3717  24.4376  -18.3178
O  -11.2234  19.4554  -16.3391
H  -11.2966  18.6190  -15.9020
H  -10.8460  19.0983  -17.1021
C  -8.6046  21.5373  -16.4202
C  -7.6186  20.4826  -15.9619
O  -6.7945  20.4762  -17.0983
O  -9.6059  21.4856  -15.5142
H  -9.1526  21.2955  -17.3777
H  -8.2225  22.5612  -16.3531
H  -8.1033  19.5226  -15.8631
H  -6.9999  20.7687  -15.1027
H  -6.2014  21.2050  -16.9971
H  -10.1143  20.7087  -15.6458
C  -11.7555  22.2415  -11.8028
C  -10.7860  22.7230  -10.8029
O  -11.3104  22.8703  -9.5793
O  -11.2315  22.3967  -13.0878
H  -12.6600  22.9125  -11.7322
H  -12.0236  21.2168  -11.6991
H  -10.3889  23.7377  -11.0048
H  -9.9269  22.0200  -10.8081
H  -11.8185  23.6796  -9.6031
H  -11.7855  21.8631  -13.6671
C  -8.6435  17.1280  -17.8940
C  -7.5793  16.9805  -16.7447
O  -7.0366  15.6629  -16.7910
O  -9.1901  18.4078  -17.9239
H  -9.4116  16.4115  -17.7077
H  -8.1505  16.9442  -18.8548
H  -7.9681  17.2501  -15.7322
H  -6.7317  17.6891  -16.9588
H  -7.7394  14.9648  -16.7726
H  -8.5193  19.0162  -18.1821
C  -5.6922  19.6205  -22.0503
C  -5.3902  18.9131  -20.7421
O  -6.4646  19.0727  -19.7849
O  -4.7420  19.5249  -23.0669
H  -5.8072  20.6914  -21.8062
H  -6.6140  19.2035  -22.3928
H  -4.4686  19.1709  -20.2751
H  -5.3404  17.8729  -20.9025
H  -6.1513  19.3644  -18.9194
H  -3.8392  19.4990  -22.6854
C  -7.9705  24.0043  -13.5912
C  -7.8164  25.4254  -14.1817
O  -8.3685  25.4941  -15.4647
O  -7.3571  23.9965  -12.3105
H  -7.5616  23.1968  -14.2131
H  -9.0086  23.6962  -13.6279
H  -6.7273  25.6007  -14.4443
H  -8.1504  26.2715  -13.5967
H  -9.2936  25.1344  -15.5147
H  -7.5965  24.7979  -11.7423
C  -4.6911  19.8618  -14.0366
C  -3.1514  19.8198  -13.8409
O  -2.8098  21.0385  -13.2387
O  -5.2142  18.6278  -14.5871
H  -4.7665  20.5714  -14.8674
H  -5.3901  20.2766  -13.2196
H  -2.5657  19.5932  -14.6922
H  -2.9248  19.0750  -13.0480
H  -3.1767  21.0282  -12.3838
H  -5.0859  17.9275  -13.9404
C  -3.6887  22.2919  -20.4334
C  -4.1280  22.6165  -19.0360
O  -4.9184  21.6158  -18.7478
O  -2.8326  23.3926  -20.7780
H  -4.6474  22.2761  -21.0547
H  -3.1172  21.3556  -20.6498
H  -4.6219  23.6083  -18.9295
H  -3.2272  22.5413  -18.3069
H  -5.7615  21.6766  -19.2212
H  -3.3050  23.8916  -21.4966
C  -9.3277  19.9232  -12.4941
C  -8.5757  18.7379  -13.0304
O  -8.9969  17.7348  -12.1738
O  -8.5687  21.0340  -12.9118
H  -9.4551  19.8754  -11.4099
H  -10.2749  19.9345  -13.0823
H  -7.4925  18.8398  -12.9488
H  -8.7677  18.4913  -14.0835
H  -8.9785  18.0289  -11.2226
H  -9.1127  21.4449  -13.5903

=====

(3)
Molecular formula: C5H16O3
Method: DFT, ωB97M-V with the def2-TZVPD basis set

## Properties
- multiplicity = 2
- E_tot (eV) = -11585.1753
- charge = -1
- relative energy (zero: lowest compared OMol25 entry of this formula, charge and spin) (eV) = 0.6234

CARTESIAN COORDINATES (ANGSTROEM)
C  -0.2096  -0.8814  1.3975
C  0.1527  -0.8018  -0.0947
C  0.7786  0.2983  -0.5002
C  0.9438  0.7981  -1.9146
C  -0.6174  -1.8890  -0.7837
H  -0.2380  -1.9334  1.7061
H  -1.1981  -0.4399  1.4788
H  0.3967  -0.2602  2.0419
H  1.1356  1.0341  0.2287
H  1.0029  -0.0533  -2.5888
H  0.0480  1.4242  -2.1146
H  1.9205  1.3006  -1.9718
H  -0.4182  -1.8957  -1.8562
H  -1.6905  -1.7844  -0.5729
H  -0.3585  -2.8502  -0.3523
H  2.7230  -1.3581  -0.1809
H  3.2090  -2.1103  1.1427
O  2.4511  -1.8956  0.5762
H  -1.1628  2.1152  1.0805
H  0.1065  2.0679  1.9440
O  -0.7538  2.4883  1.9015
H  -2.7021  2.9571  0.1159
H  -3.1306  1.5168  -0.3493
O  -2.3887  2.1525  -0.3336

=====

(4)
Molecular formula: C36H66AsF6N12
Method: DFT, ωB97M-V with the def2-TZVPD basis set

## Properties
- E_tot (eV) = -133386.1518
- charge = +5
- relative energy (zero: lowest compared OMol25 entry of this formula, charge and spin) (eV) = 2.6707

CARTESIAN COORDINATES (ANGSTROEM)
C  1.4820  -3.5791  -3.7130
C  0.1949  -4.0971  -3.2344
N  -0.7988  -4.1837  -4.3492
C  -1.0336  -5.3876  -4.9635
C  -1.8958  -5.1271  -5.9294
N  -2.0511  -3.7572  -6.0186
C  -1.4351  -3.2501  -4.9905
C  -2.8621  -2.9833  -6.9459
H  2.1513  -3.7304  -2.8683
H  1.4313  -2.5358  -4.0051
H  1.9269  -4.2062  -4.5251
H  -0.3027  -3.4309  -2.4802
H  0.2960  -5.0908  -2.7810
H  -0.5540  -6.3035  -4.6379
H  -2.3045  -5.9209  -6.5381
H  -1.3953  -2.2249  -4.6736
H  -2.5179  -1.9615  -7.0190
H  -3.8838  -2.9678  -6.5870
H  -2.7919  -3.4449  -7.9251
C  2.1224  5.6085  -0.9302
C  2.6420  4.2178  -0.8157
N  3.0528  3.7791  -2.1776
C  4.1208  4.2967  -2.9033
C  4.1502  3.7250  -4.0737
N  3.1399  2.7864  -4.0656
C  2.4987  2.8247  -2.9539
C  2.6719  2.1296  -5.3203
H  1.0919  5.8072  -1.2724
H  2.8617  6.2614  -1.4427
H  2.2395  5.9855  0.0872
H  2.0176  3.3893  -0.4932
H  3.5856  4.1727  -0.2846
H  4.7797  5.1248  -2.6055
H  4.7984  3.8619  -4.9275
H  1.6459  2.2136  -2.6761
H  1.6284  1.8308  -5.2051
H  3.2901  1.2483  -5.4937
H  2.7067  2.9006  -6.0998
C  -2.8367  -3.6576  -1.2173
C  -3.9368  -2.6645  -1.4058
N  -5.3284  -3.2858  -1.6814
C  -5.8072  -4.4697  -1.0963
C  -7.0463  -4.6338  -1.4618
N  -7.3556  -3.4966  -2.2162
C  -6.2962  -2.7561  -2.3690
C  -8.6920  -3.3283  -2.8450
H  -2.6615  -4.2612  -2.0892
H  -3.0667  -4.1599  -0.2481
H  -1.9625  -3.0618  -0.9670
H  -3.7733  -2.0142  -2.2833
H  -4.1104  -1.9735  -0.5768
H  -5.2313  -5.1107  -0.4339
H  -7.8002  -5.3344  -1.1627
H  -6.1981  -1.8294  -2.9166
H  -8.7941  -2.3107  -3.2518
H  -9.4231  -3.4150  -2.0258
H  -8.7539  -4.1286  -3.5852
C  -1.5634  7.6335  5.9304
C  -2.1443  7.8347  4.5624
N  -2.4895  6.6103  3.8478
C  -3.4189  5.6885  4.1146
C  -3.2712  4.7704  3.1644
N  -2.2839  5.1602  2.2880
C  -1.7893  6.3016  2.7557
C  -1.7533  4.3143  1.2610
H  -1.4952  8.6417  6.3554
H  -0.5490  7.2297  5.9215
H  -2.2520  7.1037  6.5923
H  -1.5177  8.4410  3.9421
H  -3.0156  8.4517  4.6115
H  -4.0767  5.7923  4.9549
H  -3.8710  3.9144  3.0789
H  -0.9607  6.9364  2.4180
H  -1.2704  3.4465  1.6531
H  -0.9559  4.8947  0.7634
H  -2.5291  4.0230  0.6065
C  -0.0324  -1.0080  8.2220
C  0.9655  -1.7504  7.3988
N  0.3987  -2.0183  6.0480
C  0.0976  -1.0119  5.0957
C  -0.5301  -1.5786  4.0428
N  -0.5095  -2.9410  4.2921
C  -0.0438  -3.1784  5.4742
C  -1.1780  -3.8219  3.3028
H  -0.2877  -0.0575  7.7775
H  0.3966  -0.7981  9.2381
H  -0.9657  -1.6213  8.2152
H  1.1811  -2.7638  7.7320
H  1.9277  -1.2752  7.2289
H  0.3693  0.0113  5.2623
H  -0.8820  -1.1395  3.1130
H  -0.0152  -4.1369  5.9476
H  -1.5138  -4.7309  3.8139
H  -0.4246  -4.0601  2.5622
H  -2.1230  -3.3779  3.0342
C  7.8668  0.2909  -1.8092
C  7.8139  -0.4684  -0.5487
N  6.4430  -0.4944  0.0545
C  5.2329  -0.7592  -0.5839
C  4.2577  -0.7554  0.3402
N  4.8601  -0.4583  1.5623
C  6.1635  -0.3955  1.3391
C  4.2680  -0.2513  2.9665
H  7.6234  1.3689  -1.6883
H  7.3433  -0.1594  -2.6721
H  8.9365  0.3135  -2.1551
H  8.4129  0.0398  0.1929
H  8.2508  -1.4417  -0.6461
H  5.1277  -0.9852  -1.6371
H  3.1962  -0.8805  0.2005
H  6.8934  -0.3422  2.1327
H  3.5962  0.5598  2.8708
H  5.0621  -0.2276  3.6785
H  3.9022  -1.2373  3.2293
As  -0.0978  -0.2340  -0.2550
F  -1.3059  -0.8342  -1.3473
F  0.0590  -1.8412  0.3231
F  1.1884  0.1817  0.8706
F  -0.2375  1.3885  -0.8346
F  -1.2919  0.1160  0.9128
F  1.1857  -0.5126  -1.4476

=====

(5)
Molecular formula: C27H37CuN3O4P2S
Method: DFT, ωB97M-V with the def2-TZVPD basis set

## Properties
- multiplicity = 2
- E_tot (eV) = -115313.7288
- relative energy (zero: lowest compared OMol25 entry of this formula, charge and spin) (eV) = 0.0000

CARTESIAN COORDINATES (ANGSTROEM)
Cu  0.3513  -0.1090  0.8705
C  3.5612  -6.1996  3.9834
C  3.3007  -5.0466  3.0525
C  2.0055  -4.6265  2.7749
C  1.7647  -3.5445  1.9414
C  2.8416  -2.8796  1.3721
C  4.1483  -3.2824  1.6309
C  4.3655  -4.3626  2.4660
S  2.5789  -1.4509  0.3910
O  1.2803  -1.6295  -0.3181
O  3.7163  -1.2901  -0.4741
N  2.3122  -0.2082  1.3430
C  2.4132  -0.3418  2.8125
C  1.1213  -0.8331  3.4608
O  1.1225  -1.1412  4.6361
O  0.0839  -0.8684  2.6750
H  2.6399  -6.7232  4.2344
H  4.0104  -5.8488  4.9144
H  4.2507  -6.9174  3.5371
H  1.1690  -5.1423  3.2306
H  0.7571  -3.1966  1.7636
H  4.9738  -2.7587  1.1683
H  5.3805  -4.6839  2.6697
H  2.6359  0.6479  3.2143
H  3.2311  -0.9920  3.1257
C  -3.0602  -0.3125  1.3144
P  -1.7855  -0.2679  0.0226
C  -2.1793  1.3311  -0.8172
N  -3.3651  1.4680  -1.3537
C  -3.6836  2.6739  -1.8848
C  -4.9496  2.8581  -2.4978
C  -5.2771  4.0758  -3.0091
C  -4.3669  5.1661  -2.9287
C  -3.1492  5.0135  -2.3417
C  -2.7822  3.7504  -1.8098
N  -1.5647  3.5981  -1.2343
C  -1.2414  2.4159  -0.7744
P  0.4184  2.1847  0.0351
C  0.4461  3.6352  1.1301
C  1.6684  2.5232  -1.2924
C  3.0565  2.3371  -0.6655
C  1.4433  1.4703  -2.3815
C  1.5838  3.9289  -1.8879
C  -2.1561  -1.6273  -1.1596
C  -1.6155  -2.9126  -0.5122
C  -3.6476  -1.7904  -1.4417
C  -1.3865  -1.3359  -2.4524
H  -4.0436  -0.1087  0.8914
H  -2.8168  0.4295  2.0742
H  -3.0480  -1.2879  1.7996
H  -5.6267  2.0154  -2.5404
H  -6.2405  4.2230  -3.4794
H  -4.6514  6.1254  -3.3407
H  -2.4396  5.8270  -2.2672
H  0.1409  4.5243  0.5792
H  1.4510  3.7696  1.5295
H  -0.2308  3.4693  1.9674
H  3.2008  1.3463  -0.2357
H  3.2448  3.0838  0.1097
H  3.8034  2.4881  -1.4495
H  1.4728  0.4512  -1.9889
H  2.2388  1.5531  -3.1264
H  0.4894  1.6211  -2.8952
H  1.8283  4.6935  -1.1479
H  0.6073  4.1602  -2.3076
H  2.3281  4.0000  -2.6866
H  -2.1291  -3.1422  0.4243
H  -0.5457  -2.8552  -0.3239
H  -1.7945  -3.7447  -1.1986
H  -4.1973  -2.0715  -0.5416
H  -3.7663  -2.6025  -2.1646
H  -4.0971  -0.8886  -1.8537
H  -0.3208  -1.1901  -2.2697
H  -1.7850  -0.4560  -2.9634
H  -1.4938  -2.1885  -3.1278